The following is a DFT calculation (the ωB97M-V functional and the def2-TZVPD basis) of C19H12AsF3N2O6PtS2 as an isolated structure.

Last column: natural (NBO) charge in e.
Positions of all 46 atoms, in Å:
Pt1 0.6094 0.6797 -1.0731  0.6991
F1 5.5389 0.4514 2.6480  -0.3488
C1 4.7254 -0.3491 1.9003  0.9856
F2 5.2641 -0.4022 0.6817  -0.3089
F3 4.8571 -1.5843 2.4452  -0.3371
C2 3.3143 0.1365 1.9330  -0.2645
C3 2.7336 0.3052 3.1849  -0.1058
C4 1.4485 0.7971 3.3111  -0.3065
C5 0.7730 1.1139 2.1421  0.1129
N1 1.2883 0.8844 0.9491  -0.5103
C6 2.5467 0.4037 0.7922  0.1025
S1 2.8416 0.1770 -0.9022  -0.1020
H1 3.3150 0.0573 4.0653  0.2118
H2 0.9716 0.9173 4.2718  0.2196
H3 -0.2104 1.5634 2.1287  0.2241
O1 0.3445 -2.4827 1.5069  -1.0738
As1 -1.1826 -2.1671 0.5798  2.4331
O2 -2.2652 -3.3500 0.9199  -1.1784
O3 -0.6256 -1.8104 -0.9243  -1.2008
C7 -1.8466 -0.6913 1.7077  -0.4053
C8 -1.8318 -1.0418 3.0648  -0.1403
C9 -2.5411 -0.3248 4.0108  -0.2531
C10 -3.3205 0.7499 3.6169  -0.2384
C11 -3.3511 1.1206 2.2864  -0.2077
C12 -2.6220 0.4143 1.3306  -0.3245
S2 -2.7222 1.0593 -0.3513  2.4306
O4 -3.2742 -0.0003 -1.1580  -0.9719
O5 -3.5247 2.2620 -0.2390  -1.0082
O6 -1.3384 1.4466 -0.7316  -1.0253
H4 1.0031 -2.5401 0.8026  0.4870
H5 -1.2406 -1.8978 3.3655  0.2237
H6 -2.5120 -0.6269 5.0523  0.1932
H7 -3.9003 1.3055 4.3456  0.1929
H8 -3.9295 1.9716 1.9572  0.2425
N2 -0.4237 -0.3588 -8.3170  -0.4236
C13 -0.2717 -0.1956 -7.1853  0.3312
C14 -0.0703 0.0073 -5.7803  -0.2647
C15 1.1091 0.5976 -5.3264  -0.1719
C16 1.3012 0.7920 -3.9690  -0.2795
C17 0.3403 0.4101 -3.0214  -0.1500
C18 -0.8362 -0.1895 -3.5003  -0.1766
C19 -1.0415 -0.3857 -4.8534  -0.1759
H9 1.8659 0.8996 -6.0414  0.1967
H10 2.2256 1.2495 -3.6340  0.2048
H11 -1.5815 -0.5205 -2.7883  0.2567
H12 -1.9536 -0.8539 -5.2038  0.2055

As for the charge: -2. The LUMO energy comes out at 0.1616 Eh. The HOMO energy is -2.39 eV.